# 1
This record from OMol25 describes a 2-piece molecular cluster, C2H6ClFSi overall. The level of theory is the ωB97M-V functional and the def2-TZVPD basis.

Geometry as XYZ:
```
11
C2H6ClFSi (the ωB97M-V functional and the def2-TZVPD basis)
C 1.44532 -1.73008 0.82875
C -0.29608 1.64148 -0.90174
F -1.49460 0.64025 1.54128
Si -0.96159 0.17069 0.12409
Cl -2.50795 -0.81940 -0.69591
H 1.96078 -0.76503 0.90060
H 1.17256 -2.45046 1.55205
H 1.49470 -2.21676 -0.15796
H -0.86126 1.51944 -1.92776
H -0.73385 2.50617 -0.37388
H 0.78196 1.50370 -0.88951
```

Properties
- orbital gap (alpha / beta) (Ha) = 0.304 / 0.285
- max |F| (eV/Å) = 3.04
- energy relative to the best compared isomer or geometry (same formula, charge and spin) (kJ/mol) = 368.78
- 2S+1 = 1
- net charge = 0

=====

# 2
This record from OMol25 describes a 7-piece molecular cluster, C22H61N3O12 overall. The level of theory is the ωB97M-V functional and the def2-TZVPD basis.

Geometry as XYZ:
```
98
C22H61N3O12 (the ωB97M-V functional and the def2-TZVPD basis)
C -3.63466 5.26347 -6.39902
O -2.96268 4.56296 -5.34112
C -3.90760 3.98582 -4.35276
C -3.10755 3.45160 -3.18458
N -2.19231 4.50987 -2.77979
C -1.06896 4.06326 -1.92535
C 0.13716 5.08223 -1.75156
O 0.90512 5.14480 -3.00634
C 1.98891 6.03662 -2.76737
H -4.06605 6.21265 -6.08114
H -4.43897 4.67522 -6.84078
H -2.95820 5.35732 -7.24855
H -4.52460 3.15857 -4.70358
H -4.58202 4.77287 -4.01540
H -2.59338 2.53787 -3.48260
H -3.75745 3.25039 -2.33298
H -1.77852 4.63767 -3.69223
H -0.83162 3.08867 -2.35190
H -1.41101 3.67813 -0.96475
H 0.77172 4.75764 -0.92690
H -0.25192 6.04497 -1.42017
H 2.74783 5.94069 -3.54388
H 2.49144 5.76061 -1.84034
H 1.62087 7.04966 -2.60495
C -0.18512 -2.58756 1.24324
O 0.51069 -3.38041 2.17242
C -0.08699 -4.68991 2.39805
C 0.61544 -5.13312 3.67584
N 0.02996 -6.44703 4.03586
C 0.89724 -7.12553 5.05756
C 0.32916 -8.51659 5.52431
O 0.03619 -9.37303 4.45661
C -0.48469 -10.62921 4.70315
H 0.28667 -1.64976 0.94993
H -1.13834 -2.20153 1.60442
H -0.31331 -3.17982 0.33721
H 0.06287 -5.34546 1.54020
H -1.16652 -4.57074 2.49030
H 0.46740 -4.52696 4.56957
H 1.64515 -5.21939 3.32894
H 0.10741 -6.98851 3.18681
H 0.94337 -6.46224 5.92129
H 1.89302 -7.30157 4.65070
H -0.62199 -8.38591 6.04041
H 0.95840 -9.03987 6.24426
H -1.42833 -10.59478 5.24763
H 0.24063 -11.17345 5.30797
H -0.67262 -11.17552 3.77885
C 2.38522 -1.11988 -1.58945
O 2.31080 0.18294 -1.23146
C 3.08666 0.63604 -0.09233
C 2.73950 0.05043 1.28578
N 1.43203 0.55093 1.80663
C 1.36538 0.11201 3.19050
C 0.28102 0.82476 4.04783
O 0.67142 2.19599 4.15581
C -0.02105 2.88820 5.16459
H 1.98047 -1.22225 -2.59632
H 1.80363 -1.78568 -0.95182
H 3.39233 -1.51136 -1.44595
H 3.17570 1.72079 -0.03329
H 4.07988 0.30374 -0.39433
H 3.59519 0.31947 1.90506
H 2.78141 -1.03819 1.25019
H 1.50561 1.55797 1.83019
H 2.33481 0.12431 3.68866
H 1.24340 -0.96899 3.12226
H 0.23209 0.40377 5.05206
H -0.68493 0.61102 3.59028
H -1.02194 2.54168 5.42201
H -0.20459 3.94148 4.95240
H 0.57985 2.79854 6.06956
C 3.38607 2.46057 -3.09045
C 2.31092 2.00524 -4.12435
O 2.92457 1.34816 -5.14463
O 4.18548 3.55703 -3.59296
H 3.93355 1.71420 -2.51487
H 2.81191 2.86672 -2.25769
H 1.88909 2.96591 -4.41974
H 1.58800 1.40553 -3.57131
H 3.35633 2.03944 -5.65190
H 5.00580 3.47632 -3.10087
C -3.24065 -0.98663 -1.47083
C -4.16844 -1.35751 -2.65155
O -5.03582 -0.32392 -2.99227
O -2.83651 0.37717 -1.62634
H -2.40513 -1.67564 -1.34726
H -3.79555 -1.07629 -0.53695
H -4.63839 -2.30839 -2.40038
H -3.54260 -1.64347 -3.49692
H -4.69922 0.45102 -2.53647
H -2.08106 0.54544 -1.05836
O 0.57341 3.45597 1.57611
H 0.00659 2.71191 1.77946
H 0.28640 4.14661 2.17349
O -0.50310 0.75143 -0.44165
H 0.22565 0.93444 -1.03466
H -0.10248 0.71534 0.42692
```

Properties
- orbital gap (alpha / beta) (Ha) = 0.055 / 0.309
- max |F| (eV/Å) = 3.65
- 2S+1 = 2
- net charge = -1

=====

# 3
This record from OMol25 describes an isolated ion of composition C4H2O2 and charge -1. The level of theory is the ωB97M-V functional and the def2-TZVPD basis.

Geometry as XYZ:
```
8
C4H2O2 (the ωB97M-V functional and the def2-TZVPD basis)
O -1.59209 -0.17147 -1.03698
C -0.51172 -0.27734 -1.61689
C -0.09841 0.04769 1.47502
C 0.71375 -0.09513 0.46655
C 0.82279 -0.22216 -0.90632
O 1.87900 -0.00822 -1.59643
H -1.23161 0.03700 0.86444
H 0.01829 0.68962 2.35060
```

Properties
- orbital gap (alpha / beta) (Ha) = 0.234 / 0.259
- max |F| (eV/Å) = 3.69
- 2S+1 = 2
- net charge = -1

=====

# 4
This record from OMol25 describes C14H21Cl2CoN2O2S5 as an isolated structure. The level of theory is the ωB97M-V functional and the def2-TZVPD basis.

Geometry as XYZ:
```
47
C14H21Cl2CoN2O2S5 (the ωB97M-V functional and the def2-TZVPD basis)
Co 0.13595 0.62593 -0.19543
C -0.07947 2.74300 2.04635
C 1.41007 2.49581 2.10045
S 1.90710 1.00010 1.16629
C 3.12600 1.71068 -0.00462
C 2.49204 2.29288 -1.26650
S 1.53660 0.90007 -1.91561
C 0.53317 1.42584 -3.32522
C -0.77887 2.03990 -2.89589
S -1.66010 0.86600 -1.80092
C -2.79767 2.04178 -1.00721
C -2.33366 2.46262 0.37092
S -0.55564 2.78766 0.30577
H -0.31615 3.69693 2.51878
H -0.64049 1.94421 2.52670
H 1.73099 2.34018 3.12927
H 1.97095 3.33673 1.69295
H 3.79300 0.88406 -0.25386
H 3.70800 2.45365 0.53939
H 3.26299 2.56780 -1.98639
H 1.85927 3.15485 -1.05881
H 0.37309 0.49578 -3.87386
H 1.11939 2.08828 -3.96151
H -1.40961 2.23972 -3.76295
H -0.61820 2.97411 -2.35933
H -3.77008 1.55737 -0.93814
H -2.89350 2.88723 -1.68772
H -2.48064 1.66422 1.09362
H -2.85655 3.36107 0.70066
Cl -4.01225 -1.14929 0.59645
C -2.57248 -1.72685 1.46741
Cl -2.47046 -3.47880 1.48934
C -1.38041 -1.11689 0.74672
O -0.93911 -0.00366 1.25561
O -0.91478 -1.57402 -0.27812
H -2.64608 -1.37057 2.48886
S 1.95889 -1.91613 -0.51714
C 1.27376 -3.40796 -0.04416
N 1.32511 -3.77434 1.26927
C 0.84873 -4.95319 1.71682
C 0.29623 -5.81758 0.82318
C 0.26628 -5.40490 -0.51587
N 0.73460 -4.24296 -0.93498
H 1.76961 -3.12796 1.90715
H 0.93984 -5.14931 2.77553
H -0.09295 -6.77370 1.13643
H -0.15250 -6.05037 -1.27967
```

Properties
- orbital gap (alpha / beta) (Ha) = 0.173 / 0.270
- max |F| (eV/Å) = 0.50
- energy relative to the best compared isomer or geometry (same formula, charge and spin) (kJ/mol) = 141.28
- 2S+1 = 1
- net charge = +2

=====

# 5
This record from OMol25 describes a 2-piece molecular cluster, C4H16N3 overall. The level of theory is the ωB97M-V functional and the def2-TZVPD basis.

Geometry as XYZ:
```
23
C4H16N3 (the ωB97M-V functional and the def2-TZVPD basis)
C -1.55854 -2.96400 0.93479
C -1.25315 -1.50180 0.72296
N 0.14579 -1.15307 1.17208
H -2.56565 -3.16498 0.58340
H -0.87656 -3.59649 0.37303
H -1.49853 -3.24381 1.98337
H -1.31656 -1.23130 -0.32710
H -1.91828 -0.84627 1.27575
H 0.29187 -1.49089 2.12072
H 0.35511 -0.05166 1.13583
H 0.83357 -1.64289 0.59938
N 0.88846 1.59269 -2.72094
C 0.25268 1.67323 -1.42023
C 1.32757 1.59195 -0.34664
N 0.71200 1.51959 0.99163
H 1.47276 2.40673 -2.87837
H 0.18994 1.61030 -3.45333
H -0.43856 0.83021 -1.33330
H -0.35810 2.57208 -1.26659
H 1.92045 0.69203 -0.49832
H 1.99528 2.44595 -0.43121
H 1.41153 1.73100 1.69510
H -0.01308 2.22140 1.08797
```

Properties
- orbital gap (Ha) = 0.362
- max |F| (eV/Å) = 0.41
- energy relative to the best compared isomer or geometry (same formula, charge and spin) (kJ/mol) = 0.00
- 2S+1 = 1
- net charge = +1

=====

# 6
This record from OMol25 describes C11H14Br6O9 as an isolated structure. The level of theory is the ωB97M-V functional and the def2-TZVPD basis.

Geometry as XYZ:
```
40
C11H14Br6O9 (the ωB97M-V functional and the def2-TZVPD basis)
C -1.13551 0.36408 4.26151
Br -2.99648 -0.01335 4.05542
Br -0.02511 -0.64186 3.02610
Br -0.54851 -0.00784 6.07091
H -0.95369 1.41037 4.07353
C 0.50601 -1.04070 -0.68913
Br 2.02755 -0.06955 -1.41004
Br 1.03300 -2.90997 -0.52326
Br -1.02587 -0.97149 -1.84113
H 0.27567 -0.60734 0.27736
C 4.65946 -5.91114 1.03952
C 3.86206 -4.58199 1.05220
O 3.30187 -4.52156 2.34398
C 3.67233 -5.61185 3.06810
O 3.38039 -5.78959 4.19780
O 4.38218 -6.48064 2.30624
H 5.72236 -5.72668 0.88991
H 4.33341 -6.59420 0.25587
H 3.14729 -4.54219 0.23567
H 4.60257 -3.79249 0.91921
C -3.93675 3.52755 0.66077
C -4.84699 2.52707 -0.06215
O -4.03610 1.35225 -0.14537
C -2.97631 1.46525 0.68138
O -2.23656 0.58971 0.94390
O -2.88186 2.72023 1.16249
H -4.42254 4.06654 1.47444
H -3.53955 4.28055 -0.01042
H -5.08072 2.84161 -1.07724
H -5.77524 2.28907 0.45634
C 0.81496 3.72841 -4.31984
C 0.66873 2.40895 -3.55574
O -0.57280 2.58830 -2.86685
C -1.25575 3.61321 -3.41074
O -2.36610 3.92124 -3.12795
O -0.50786 4.26105 -4.33030
H 1.20628 3.65112 -5.32796
H 1.44200 4.40295 -3.72855
H 1.46679 2.27771 -2.83183
H 0.61540 1.52720 -4.19418
```

Properties
- orbital gap (Ha) = 0.363
- max |F| (eV/Å) = 1.63
- energy relative to the best compared isomer or geometry (same formula, charge and spin) (kJ/mol) = 0.00
- 2S+1 = 1
- net charge = 0